[1]
Computed, not measured: a cluster of 3 separate species, C32H73FN4O7P in total, with ωB97M-V with the def2-TZVPD basis set.

Cartesian coordinates (Å):
C  0.396  7.686  6.412
C  -0.195  6.511  7.211
C  -0.555  5.284  6.368
N  0.453  4.229  6.568
C  0.339  2.971  5.845
C  -1.102  2.445  5.722
F  -1.776  3.205  4.762
C  -2.001  2.295  6.971
C  -1.548  2.745  8.370
C  1.141  1.885  6.618
C  1.768  0.829  5.730
N  2.818  1.418  4.813
C  3.105  0.482  3.662
C  2.049  0.439  2.573
C  2.484  -0.530  1.450
C  2.857  0.175  0.131
C  2.247  -0.504  -1.095
C  2.918  -0.051  -2.390
C  2.296  -0.583  -3.698
C  0.783  -0.828  -3.688
C  -0.066  0.463  -3.769
C  -1.189  0.563  -2.721
C  -1.602  1.988  -2.324
O  -1.136  2.393  -1.044
C  0.199  2.834  -1.067
C  2.483  2.869  4.493
C  3.249  3.438  3.297
P  4.137  4.937  3.758
O  5.312  4.676  4.595
O  3.019  5.839  4.480
O  4.404  5.674  2.376
C  0.953  3.056  4.406
O  0.671  4.236  3.717
H  0.628  7.398  5.383
H  -0.296  8.524  6.357
H  1.318  8.061  6.859
H  0.508  6.196  7.987
H  -1.089  6.843  7.738
H  -0.652  5.583  5.318
H  -1.528  4.897  6.651
H  1.375  4.636  6.436
H  -1.000  1.451  5.268
H  -2.294  1.246  7.027
H  -2.919  2.829  6.719
H  -1.773  3.793  8.556
H  -2.099  2.173  9.117
H  -0.489  2.608  8.568
H  0.484  1.361  7.312
H  1.900  2.374  7.234
H  2.275  0.072  6.327
H  1.031  0.329  5.104
H  3.678  1.451  5.362
H  3.210  -0.506  4.114
H  4.077  0.753  3.253
H  1.886  1.428  2.148
H  1.087  0.123  2.981
H  3.344  -1.111  1.792
H  1.672  -1.234  1.269
H  3.944  0.203  0.010
H  2.517  1.214  0.161
H  1.180  -0.277  -1.118
H  2.357  -1.588  -0.988
H  2.963  1.044  -2.409
H  3.958  -0.387  -2.343
H  2.493  0.152  -4.484
H  2.810  -1.496  -4.005
H  0.479  -1.418  -2.821
H  0.545  -1.440  -4.560
H  -0.522  0.493  -4.761
H  0.574  1.351  -3.713
H  -0.893  0.043  -1.806
H  -2.076  0.051  -3.101
H  -1.249  2.708  -3.077
H  -2.688  2.075  -2.275
H  0.489  3.045  -0.036
H  0.877  2.078  -1.477
H  0.307  3.749  -1.663
H  2.822  3.402  5.386
H  4.063  2.790  2.967
H  2.593  3.621  2.448
H  3.434  6.293  5.234
H  5.364  5.769  2.239
H  0.520  2.261  3.792
H  0.931  4.998  4.254
C  -3.293  -3.970  -8.031
C  -3.303  -2.578  -7.413
C  -1.911  -1.945  -7.309
O  -1.100  -2.486  -6.280
C  -0.423  -3.688  -6.602
N  -3.989  -2.630  -6.118
H  -2.941  -4.721  -7.325
H  -4.301  -4.260  -8.327
H  -2.655  -4.007  -8.916
H  -3.891  -1.922  -8.063
H  -2.028  -0.887  -7.060
H  -1.384  -2.004  -8.270
H  -0.121  -3.701  -7.654
H  -1.030  -4.573  -6.400
H  0.472  -3.731  -5.980
H  -4.125  -1.690  -5.761
H  -3.366  -3.079  -5.453
C  -3.312  -9.711  -4.812
C  -2.680  -9.419  -6.169
C  -2.015  -8.041  -6.267
O  -2.913  -6.954  -6.394
C  -3.485  -6.491  -5.185
N  -3.675  -9.648  -7.217
H  -4.263  -9.190  -4.696
H  -3.515  -10.777  -4.719
H  -2.655  -9.413  -3.993
H  -1.877  -10.147  -6.323
H  -1.409  -8.019  -7.176
H  -1.342  -7.872  -5.415
H  -2.774  -6.573  -4.356
H  -4.396  -7.035  -4.926
H  -3.751  -5.443  -5.327
H  -3.237  -9.594  -8.131
H  -4.347  -8.886  -7.196

The calculation puts the LUMO energy at -2.6 eV. Its HOMO-LUMO gap is 7.57 eV. The calculation puts the HOMO energy at -10.2 eV. The total charge is +1.

Here are the Mulliken charges for atoms 1 to 2, given in e: C -1.116; C -0.811

[2]
Computed, not measured: a cluster of 13 separate species, C32H75F9N5O36P5 in total in a non-equilibrium geometry, with ωB97M-V with the def2-TZVPD basis set.

Cartesian coordinates (Å):
C  -1.774  -0.510  3.456
N  -2.674  -1.697  3.608
O  -3.124  -2.106  2.572
O  -2.893  -2.261  4.700
H  -1.921  0.116  4.337
H  -2.063  0.126  2.620
H  -0.743  -0.841  3.329
C  -2.878  -3.434  -3.874
N  -2.487  -4.273  -2.715
O  -3.176  -5.194  -2.392
O  -1.499  -3.932  -2.100
H  -3.282  -2.591  -3.312
H  -3.632  -4.063  -4.347
H  -2.001  -3.245  -4.493
C  -4.403  -3.056  -0.543
N  -5.558  -3.997  -0.678
O  -5.508  -5.081  -0.021
O  -6.546  -3.666  -1.294
H  -4.220  -2.446  -1.427
H  -3.461  -3.532  -0.272
H  -4.663  -2.402  0.289
C  3.832  -2.994  -2.967
N  2.733  -1.990  -3.195
O  2.005  -1.697  -2.239
O  2.614  -1.549  -4.345
H  3.770  -3.236  -1.906
H  4.787  -2.609  -3.326
H  3.767  -3.955  -3.477
C  -1.001  -1.173  -0.536
N  -0.333  -0.135  0.280
O  0.624  -0.465  0.995
O  -0.871  0.966  0.267
H  -0.282  -1.286  -1.348
H  -1.998  -0.855  -0.842
H  -1.133  -2.025  0.130
C  -2.073  -7.410  0.050
O  -0.794  -6.810  0.379
P  -0.549  -5.925  1.713
O  -1.450  -4.806  1.932
O  -0.415  -7.008  2.862
C  0.197  -8.232  2.600
O  1.048  -5.458  1.502
C  1.332  -4.314  0.624
H  -2.077  -8.484  0.233
H  -2.062  -7.285  -1.032
H  -2.956  -7.042  0.573
H  -0.508  -9.063  2.582
H  0.964  -8.422  3.350
H  0.662  -8.288  1.616
H  1.852  -4.712  -0.247
H  1.909  -3.459  0.977
H  0.377  -3.959  0.239
C  5.413  -3.781  5.111
O  5.448  -2.450  4.557
P  5.367  -2.154  2.977
O  6.572  -2.583  2.163
O  3.946  -2.828  2.536
C  2.782  -2.527  3.258
O  5.017  -0.585  2.861
C  6.122  0.272  3.178
H  4.635  -3.707  5.870
H  6.248  -4.051  5.758
H  5.255  -4.576  4.382
H  2.257  -3.472  3.401
H  2.197  -1.901  2.585
H  2.947  -2.071  4.234
H  7.104  -0.171  3.014
H  6.117  0.670  4.193
H  6.139  1.190  2.590
C  1.999  6.874  -1.510
O  2.383  5.872  -0.561
P  3.441  4.770  -0.969
O  4.116  4.925  -2.253
O  4.444  4.869  0.291
C  5.423  3.870  0.438
O  2.648  3.413  -0.747
C  1.492  3.104  -1.485
H  1.761  6.385  -2.454
H  2.679  7.704  -1.701
H  1.086  7.334  -1.133
H  6.354  4.299  0.067
H  5.158  2.917  -0.019
H  5.538  3.550  1.474
H  0.659  2.850  -0.829
H  1.691  2.249  -2.132
H  1.124  3.885  -2.150
C  8.404  0.325  -0.534
O  7.201  0.654  -1.221
P  5.819  -0.252  -1.180
O  6.017  -1.745  -1.015
O  4.919  0.526  -0.041
C  3.612  0.124  0.238
O  5.017  0.289  -2.561
C  5.147  1.638  -3.001
H  8.658  1.166  0.112
H  9.122  0.260  -1.351
H  8.211  -0.533  0.110
H  3.369  0.237  1.295
H  3.529  -0.949  0.066
H  2.920  0.687  -0.389
H  4.142  2.052  -3.093
H  5.696  1.733  -3.938
H  5.625  2.291  -2.271
C  -5.755  0.732  3.431
O  -4.692  1.708  3.396
P  -4.976  3.212  2.786
O  -4.120  4.291  3.382
O  -4.766  3.011  1.233
C  -3.512  2.510  0.805
O  -6.584  3.440  3.059
C  -7.137  4.762  3.355
H  -5.380  -0.130  3.983
H  -5.874  0.197  2.488
H  -6.733  1.050  3.790
H  -2.770  2.756  1.565
H  -3.358  2.996  -0.158
H  -3.522  1.427  0.683
H  -7.333  4.825  4.426
H  -8.069  4.902  2.807
H  -6.497  5.627  3.182
C  -0.320  2.393  -8.063
C  -0.260  0.886  -7.600
O  -0.478  0.987  -6.171
C  -0.617  -0.158  -5.348
O  -0.638  -1.361  -5.649
C  -0.875  0.243  -3.894
F  0.275  0.246  -3.210
F  -1.434  1.472  -3.771
F  -1.659  -0.653  -3.356
H  -1.120  3.002  -7.643
H  -0.471  2.361  -9.142
H  0.640  2.872  -7.867
H  0.711  0.431  -7.798
H  -1.107  0.391  -8.075
C  2.296  1.795  3.482
C  1.323  2.349  2.383
O  1.149  3.755  2.508
C  0.143  4.380  1.862
O  -0.646  3.856  1.011
C  0.027  5.935  2.232
F  -1.056  6.219  2.955
F  1.075  6.449  2.900
F  -0.090  6.587  1.069
H  2.380  0.708  3.509
H  1.920  2.132  4.448
H  3.271  2.186  3.192
H  0.399  1.773  2.430
H  1.793  2.139  1.422
C  -7.885  3.889  -0.296
C  -7.660  2.391  -0.256
O  -6.803  2.009  -1.335
C  -6.135  0.812  -1.320
O  -6.342  -0.054  -0.448
C  -5.064  0.676  -2.491
F  -5.440  -0.339  -3.185
F  -4.941  1.769  -3.217
F  -3.844  0.473  -1.929
H  -8.103  4.428  0.627
H  -8.752  4.004  -0.946
H  -7.030  4.402  -0.738
H  -8.639  1.918  -0.338
H  -7.343  2.045  0.728

Its expectation value of S² is 0.754. The calculation puts the LUMO energy (spin up / spin down) at 2.1 / 2.1 eV. Its HOMO-LUMO gap (spin up / spin down) is 3.55 / 7.35 eV. The calculation puts the HOMO energy (spin up / spin down) at -1.5 / -5.2 eV. The total charge is -1. Its multiplicity is 2.

Here are the Mulliken charges for atoms 1 to 2, given in e: C -0.392; N 0.845

[3]
Computed, not measured: a cluster of 20 separate species, C32H78N14O46 in total in a non-equilibrium geometry, with ωB97M-V with the def2-TZVPD basis set.

Cartesian coordinates (Å):
C  -0.832  2.415  3.319
O  -1.567  2.727  2.174
C  -0.962  3.070  1.129
O  0.229  3.054  0.909
O  -1.918  3.319  0.249
C  -1.581  3.636  -1.136
H  -0.440  1.408  3.180
H  -1.479  2.307  4.189
H  -0.010  3.089  3.559
H  -2.392  3.956  -1.791
H  -1.146  2.719  -1.533
H  -0.803  4.388  -1.263
C  -3.768  -0.629  3.281
O  -3.544  -0.519  4.681
C  -3.672  0.568  5.367
O  -4.295  1.541  4.965
O  -2.915  0.489  6.517
C  -2.736  1.640  7.297
H  -4.823  -0.649  3.008
H  -3.160  -1.421  2.844
H  -3.456  0.297  2.798
H  -2.805  1.368  8.351
H  -3.393  2.497  7.148
H  -1.695  1.958  7.236
C  -0.247  7.779  -5.954
O  0.873  7.044  -5.546
C  0.773  5.769  -5.339
O  -0.242  5.099  -5.631
O  1.975  5.338  -4.973
C  2.193  3.939  -4.810
H  -0.180  8.826  -5.657
H  -1.202  7.390  -5.602
H  -0.315  7.748  -7.042
H  1.883  3.602  -3.820
H  3.240  3.742  -5.042
H  1.657  3.425  -5.608
C  2.852  1.954  2.852
O  3.000  3.367  2.857
C  4.282  3.800  2.860
O  5.277  3.048  2.728
O  4.308  5.143  3.165
C  5.419  5.910  2.769
H  3.657  1.402  3.336
H  2.691  1.433  1.908
H  2.080  1.620  3.546
H  6.338  5.532  3.218
H  5.303  6.980  2.938
H  5.434  5.830  1.682
C  6.453  -0.123  2.028
O  6.414  -1.449  1.541
C  6.733  -1.716  0.304
O  7.296  -0.977  -0.488
O  6.349  -3.025  0.097
C  6.734  -3.629  -1.151
H  5.629  0.516  1.711
H  7.399  0.383  1.838
H  6.414  -0.066  3.116
H  5.894  -4.110  -1.652
H  7.443  -4.446  -1.014
H  7.190  -2.860  -1.774
C  -0.565  -4.126  -7.019
O  0.167  -2.976  -6.715
C  -0.005  -2.351  -5.546
O  -0.763  -2.690  -4.648
O  0.928  -1.468  -5.591
C  0.994  -0.518  -4.510
H  -0.522  -4.331  -8.089
H  -1.628  -3.964  -6.836
H  -0.163  -5.028  -6.558
H  0.684  0.464  -4.868
H  2.040  -0.313  -4.282
H  0.396  -0.672  -3.611
C  3.422  -5.380  -1.550
N  3.488  -4.776  -2.975
O  3.744  -3.585  -3.088
O  3.247  -5.524  -3.941
H  3.135  -6.430  -1.613
H  2.669  -4.902  -0.923
H  4.455  -5.300  -1.214
C  3.038  4.414  -1.385
N  3.750  5.662  -1.752
O  3.563  6.649  -1.019
O  4.443  5.695  -2.791
H  2.960  4.257  -0.309
H  3.643  3.623  -1.828
H  2.060  4.488  -1.862
C  2.946  -3.113  1.772
N  2.752  -1.622  1.961
O  2.946  -0.940  0.969
O  2.513  -1.160  3.058
H  2.793  -3.414  0.736
H  2.262  -3.662  2.419
H  3.925  -3.387  2.165
C  -3.206  -4.571  3.973
N  -4.041  -5.479  3.135
O  -3.778  -6.673  3.194
O  -4.941  -5.020  2.414
H  -2.551  -5.173  4.602
H  -3.928  -4.028  4.583
H  -2.598  -3.950  3.315
C  1.776  -1.637  6.237
N  1.174  -3.003  6.275
O  0.431  -3.278  7.199
O  1.578  -3.822  5.482
H  1.531  -1.171  7.191
H  1.289  -1.088  5.431
H  2.854  -1.706  6.094
C  -0.350  -6.304  1.882
N  -0.064  -5.011  1.289
O  -0.005  -4.049  2.005
O  0.285  -4.999  0.114
H  -0.812  -6.308  2.870
H  0.553  -6.915  1.876
H  -1.104  -6.650  1.175
C  -6.978  -1.918  -2.945
N  -5.990  -2.544  -3.841
O  -6.391  -3.267  -4.710
O  -4.865  -2.120  -3.769
H  -6.730  -0.856  -2.950
H  -6.868  -2.448  -1.999
H  -7.979  -2.079  -3.344
C  4.120  -0.653  -1.979
N  3.635  0.676  -1.591
O  4.232  1.265  -0.659
O  2.663  1.136  -2.181
H  3.813  -0.781  -3.017
H  3.777  -1.440  -1.307
H  5.209  -0.633  -2.018
C  -2.896  -0.145  -3.591
N  -2.467  1.247  -3.642
O  -1.274  1.383  -3.940
O  -3.301  2.107  -3.544
H  -3.702  -0.292  -2.872
H  -2.046  -0.732  -3.244
H  -3.165  -0.462  -4.599
C  -5.085  2.139  0.524
N  -5.682  1.304  -0.519
O  -6.691  1.680  -1.030
O  -5.155  0.255  -0.800
H  -4.082  2.340  0.150
H  -5.208  1.716  1.521
H  -5.638  3.053  0.739
C  -2.405  -3.480  -1.750
N  -3.352  -4.469  -1.213
O  -4.260  -4.826  -1.910
O  -3.026  -4.920  -0.123
H  -1.580  -3.339  -1.051
H  -2.955  -2.601  -2.084
H  -1.907  -3.891  -2.628
C  0.259  0.004  -0.163
N  -1.141  -0.409  0.014
O  -1.922  0.051  -0.767
O  -1.444  -1.093  0.964
H  0.286  0.981  -0.646
H  0.734  -0.771  -0.764
H  0.783  0.133  0.784
C  1.300  6.116  1.106
N  0.591  6.502  2.391
O  1.256  6.686  3.390
O  -0.642  6.641  2.347
H  1.933  6.861  0.625
H  0.476  5.920  0.420
H  1.823  5.182  1.309
C  -6.824  -2.646  1.662
N  -7.879  -1.645  1.822
O  -8.931  -2.056  2.345
O  -7.719  -0.491  1.445
H  -7.247  -3.474  2.231
H  -5.855  -2.347  2.060
H  -6.855  -2.777  0.580

The calculation puts the LUMO energy at -0.9 eV. Its HOMO-LUMO gap is 9.70 eV. The calculation puts the HOMO energy at -10.6 eV. The total charge is 0.

Here are the Mulliken charges for atoms 1 to 2, given in e: C -0.568; O -0.350

Respective molecular weight values: 675.93; 1431.80; 1395.03 u.